C37H53IrN4O2P2 | ωB97M-V/def2-TZVPD

The LUMO energy (spin up / spin down) is -9.3 / -13.3 eV. Its spin multiplicity is 6. Its total charge is +3. The expectation value of S² is 8.797. For the frontier orbital gap (spin up / spin down), the calculation gives 0.1348 / 0.1242 hartree. The relative energy (zero: lowest compared OMol25 entry of this formula, charge and spin) comes out at 78.20 kJ/mol. For the HOMO energy (spin up / spin down), the calculation gives -12.94 / -16.63 eV.

```
99
Properties=species:S:1:pos:R:3:lowdin_spin:R:1
C 1.9014 -1.8251 -1.5758 0.009
C 1.4976 0.2545 -2.5755 0.006
C 2.8311 -2.1490 -2.5628 0.039
C 2.3436 -0.0562 -3.6372 0.041
C 3.0438 -1.2590 -3.6110 -0.005
H 3.3343 -3.1107 -2.4963 0.002
H 2.4473 0.6708 -4.4435 0.002
H 3.7403 -1.4970 -4.4123 -0.001
N 1.3590 -0.6003 -1.5362 0.118
P -0.2110 -2.3131 0.1400 0.047
P 0.6836 2.2674 -0.7977 0.064
C 1.4406 -2.8216 -0.5333 0.002
H 1.4029 -3.8308 -0.9717 0.000
H 2.1711 -2.8634 0.2920 0.000
C 0.6908 1.4850 -2.4844 0.170
H 0.7940 2.1624 -3.3257 0.007
C -0.5657 3.7116 -1.0216 0.014
C 2.4334 2.9606 -0.6489 0.018
C -1.4069 -3.0288 -1.1574 0.012
C -0.3346 -3.3587 1.7210 0.013
C -1.9665 3.2927 -0.5503 0.002
H -1.9857 3.1019 0.5269 0.000
H -2.6608 4.1176 -0.7707 0.000
H -2.3323 2.3995 -1.0630 0.002
C -0.1740 4.9443 -0.1928 0.001
H -0.1729 4.7407 0.8856 0.000
H 0.7874 5.3756 -0.4879 0.000
H -0.9386 5.7169 -0.3719 0.000
C -0.6773 4.1230 -2.4978 0.014
H -1.3461 4.9962 -2.5473 0.001
H 0.2818 4.4287 -2.9311 0.001
H -1.1242 3.3317 -3.1118 0.006
C 2.6202 3.5169 0.7722 0.004
H 2.5058 2.7234 1.5240 0.001
H 3.6445 3.9100 0.8493 0.000
H 1.9312 4.3322 1.0140 0.000
C 3.4921 1.8631 -0.8362 -0.001
H 3.3506 1.0350 -0.1338 0.000
H 3.5095 1.4764 -1.8602 0.000
H 4.4747 2.3130 -0.6275 0.000
C 2.6702 4.0344 -1.7272 0.007
H 2.2025 3.7932 -2.6902 0.001
H 2.3529 5.0346 -1.4111 0.000
H 3.7527 4.0908 -1.9171 0.001
C -1.8163 -3.4572 2.1464 0.012
H -1.8837 -3.3690 3.2396 0.004
H -2.4301 -2.6404 1.7466 0.001
H -2.2699 -4.4138 1.8489 0.001
C 0.4622 -2.6544 2.8284 0.004
H 1.5270 -2.5614 2.5837 0.000
H 0.0408 -1.6691 3.0568 0.001
H 0.3722 -3.2601 3.7419 0.000
C 0.2722 -4.7670 1.5840 0.004
H 0.2942 -5.2084 2.5909 0.001
H -0.3160 -5.4393 0.9541 0.000
H 1.3029 -4.7424 1.2117 0.000
C -0.9754 -2.6974 -2.5933 0.001
H -1.6970 -3.1701 -3.2776 0.001
H -1.0142 -1.6191 -2.7763 0.004
H 0.0224 -3.0757 -2.8413 0.000
C -2.7916 -2.4038 -0.9373 0.020
H -2.7311 -1.3069 -1.0012 0.009
H -3.4603 -2.7558 -1.7373 0.001
H -3.2346 -2.6888 0.0227 0.001
C -1.4920 -4.5597 -1.0603 0.005
H -0.5086 -5.0376 -1.1635 0.000
H -1.9813 -4.9023 -0.1422 0.000
H -2.1058 -4.9157 -1.9018 0.001
Ir 0.1013 0.0840 0.1291 0.677
C 1.5065 -0.0188 1.3030 0.007
O 2.3829 -0.0440 2.0689 0.002
N -1.3936 0.3164 -1.3949 0.879
C -1.0354 0.8132 -2.4854 0.279
C -1.7203 0.8794 -3.7889 0.365
C -3.1038 0.6795 -3.7256 0.210
C -1.0858 1.0900 -5.0263 0.154
C -3.8745 0.7555 -4.8860 0.064
H -3.5461 0.4794 -2.7455 0.010
C -1.8607 1.1515 -6.1890 0.131
H -0.0007 1.1900 -5.0819 0.005
C -3.2514 0.9948 -6.1187 0.413
H -4.9542 0.6279 -4.8145 -0.002
H -1.3729 1.3235 -7.1511 0.001
H -3.8534 1.0548 -7.0260 0.017
N -2.5932 -0.0687 6.3176 0.047
C -2.2296 -0.5122 5.0782 0.099
O -2.1199 -1.7101 4.8319 0.745
C -1.9090 0.5539 4.0781 0.064
C -1.7431 1.9086 4.4070 0.004
C -1.1167 2.7365 3.4833 0.016
C -0.6234 2.1884 2.2928 0.012
N -0.8612 0.9157 1.9387 0.086
C -1.5735 0.1405 2.7699 0.027
H -2.8428 -0.7752 6.9981 0.001
H -2.7591 0.8909 6.5484 0.004
H -2.0766 2.3080 5.3638 0.000
H -0.9582 3.7972 3.6669 0.002
H -0.0196 2.7933 1.6014 0.005
H -1.8411 -0.8523 2.3992 0.004
```